Model i:
This record from OMol25 describes C3H10NO3 as an isolated structure. The level of theory is the ωB97M-V functional and the def2-TZVPD basis.

Positions of all 17 atoms, in Å:
1 C -1.888 0.793 -0.255
2 C -0.799 0.008 0.492
3 C 0.659 0.260 -0.236
4 N 1.721 -1.186 0.207
5 O -0.974 -1.413 0.315
6 O 0.485 0.204 -1.539
7 O 1.470 1.197 0.253
8 H -2.292 1.712 0.301
9 H -2.700 0.091 -0.139
10 H -1.677 1.066 -1.324
11 H -0.752 0.248 1.544
12 H 1.344 -2.054 -0.082
13 H 1.711 -1.127 1.195
14 H 2.673 -0.972 0.087
15 H -1.521 -1.495 -0.559
16 H 1.276 0.648 -2.029
17 H 1.425 1.466 1.196

Output
E_LUMO = -3.405 eV
Charge = +1
HOMO level = -14.97 eV
Spin multiplicity = 1

Model ii:
This record from OMol25 describes a 2-piece molecular cluster, C3H10NO3 overall. The level of theory is the ωB97M-V functional and the def2-TZVPD basis.

Positions of all 17 atoms, in Å:
1 C -1.593 -1.472 0.661
2 C -1.160 -0.087 0.964
3 C 0.613 1.126 -0.310
4 N 1.481 -0.506 -1.037
5 O 0.878 2.039 -1.353
6 O 1.311 1.231 0.815
7 O -0.598 0.705 -0.243
8 H -2.221 -1.761 -0.234
9 H -0.787 -2.199 0.787
10 H -2.357 -1.617 1.458
11 H -0.502 -0.063 1.832
12 H -2.018 0.465 1.235
13 H 2.426 -0.916 -0.666
14 H 0.721 -1.173 -1.137
15 H 1.650 -0.121 -1.968
16 H 0.071 2.569 -1.676
17 H 2.085 1.779 0.871

Output
E_LUMO = -3.213 eV
Charge = +1
HOMO level = -15.71 eV
Spin multiplicity = 1

Model iii:
This record from OMol25 describes a 2-piece molecular cluster, C3H10NO3 overall. The level of theory is the ωB97M-V functional and the def2-TZVPD basis.

Positions of all 17 atoms, in Å:
1 C -0.949 0.589 0.653
2 C -1.564 -0.503 -0.218
3 C -0.460 -1.387 -0.736
4 O -0.578 -2.652 -0.317
5 O 0.446 -0.999 -1.437
6 N 0.004 1.429 -0.144
7 H -1.667 1.289 1.069
8 H -0.390 0.101 1.438
9 H -2.163 -0.153 -1.066
10 H -2.268 -1.066 0.372
11 H 0.216 -3.153 -0.575
12 H 0.131 1.023 -1.089
13 H 0.978 1.310 0.201
14 H -0.275 2.387 -0.293
15 H 2.772 -0.200 0.828
16 H 3.251 1.293 0.739
17 O 2.516 0.693 0.576

Output
E_LUMO = -3.147 eV
Charge = +1
HOMO level = -14.97 eV
Spin multiplicity = 1

Of them, model i has the lowest stability.

Model i:
This record from OMol25 describes a 2-piece molecular cluster, C6H12NO4 overall. The level of theory is the ωB97M-V functional and the def2-TZVPD basis.

Positions of all 23 atoms, in Å:
1 C -1.094 0.267 -0.497
2 C -0.057 0.256 -1.268
3 C 0.842 0.895 1.699
4 C -1.893 -0.878 0.088
5 C 0.583 1.581 -1.714
6 C 0.670 -0.941 -1.868
7 N 1.121 -0.234 2.661
8 O -0.185 -0.526 3.262
9 O 1.570 -1.303 2.000
10 O 1.721 1.066 0.851
11 O -0.134 1.580 1.930
12 H -1.589 1.219 -0.288
13 H -2.181 -0.419 1.033
14 H -1.384 -1.837 0.144
15 H -2.816 -0.943 -0.465
16 H 0.919 1.866 -0.773
17 H -0.195 2.214 -2.123
18 H 1.385 1.331 -2.463
19 H 1.756 -0.953 -1.806
20 H 0.372 -1.039 -3.025
21 H 0.236 -2.001 -1.581
22 H 0.961 -1.559 1.235
23 H -0.607 0.360 2.970

Output
E_LUMO = 3.616 eV
Charge = -1
HOMO level = -4.61 eV
Spin multiplicity = 1

Model ii:
This record from OMol25 describes a 2-piece molecular cluster, C6H12NO4 overall. The level of theory is the ωB97M-V functional and the def2-TZVPD basis.

Positions of all 23 atoms, in Å:
1 C 0.326 0.273 0.903
2 C 1.162 0.079 -0.122
3 C -1.701 -1.034 0.284
4 C -0.408 1.550 1.195
5 C 1.974 -1.178 -0.244
6 C 1.473 1.122 -1.156
7 N -1.563 -0.627 -0.968
8 O -2.340 0.601 -1.191
9 O -0.604 -0.851 -1.767
10 O -1.087 -2.241 0.571
11 O -2.598 -0.601 1.047
12 H 0.274 -0.479 1.678
13 H -0.888 1.936 0.298
14 H 0.275 2.316 1.572
15 H -1.181 1.375 1.938
16 H 1.812 -1.620 -1.222
17 H 1.680 -1.903 0.511
18 H 3.039 -0.955 -0.124
19 H 0.749 1.929 -1.140
20 H 1.461 0.670 -2.144
21 H 2.470 1.541 -0.972
22 H -1.488 -2.529 1.401
23 H -2.836 0.627 -0.347

Output
E_LUMO (spin up / spin down) = 3.786 / 3.786 eV
Charge = -1
HOMO level (spin up / spin down) = -2.60 / -2.60 eV
Spin multiplicity = 1

Of them, model i has the lowest stability.

Model i:
This record from OMol25 describes C21H22N4O3S in the gas phase. The level of theory is the ωB97M-V functional and the def2-TZVPD basis.

Positions of all 51 atoms, in Å:
1 C 5.002 -2.034 -3.731
2 O 3.648 -1.844 -4.060
3 C 2.698 -2.435 -3.279
4 C 1.375 -2.233 -3.672
5 C 0.339 -2.788 -2.953
6 C 0.593 -3.566 -1.829
7 C -0.529 -4.114 -0.986
8 N -0.741 -3.245 0.157
9 C -0.223 -3.526 1.366
10 O 0.280 -4.596 1.655
11 C -0.301 -2.377 2.365
12 C 1.053 -1.662 2.410
13 C 1.337 -0.821 1.162
14 N 0.525 0.382 1.136
15 N 0.971 1.358 1.951
16 C 0.362 2.475 2.057
17 C 0.900 3.518 2.971
18 N -0.785 2.731 1.335
19 C -1.283 1.752 0.472
20 C -2.426 2.210 -0.150
21 C -2.631 3.504 0.344
22 S -3.741 4.812 0.172
23 C -2.829 5.739 1.320
24 C -1.736 5.105 1.817
25 C -1.613 3.813 1.260
26 C -0.601 0.481 0.355
27 O -0.977 -0.434 -0.365
28 C 1.910 -3.757 -1.436
29 C 2.959 -3.202 -2.148
30 H 5.277 -3.094 -3.756
31 H 5.569 -1.498 -4.491
32 H 5.239 -1.620 -2.745
33 H 1.188 -1.631 -4.548
34 H -0.680 -2.616 -3.265
35 H -1.455 -4.173 -1.563
36 H -0.274 -5.101 -0.592
37 H -1.006 -2.289 -0.064
38 H -0.510 -2.801 3.348
39 H -1.099 -1.684 2.100
40 H 1.099 -1.004 3.281
41 H 1.838 -2.414 2.509
42 H 2.381 -0.501 1.170
43 H 1.136 -1.382 0.248
44 H 1.798 3.137 3.447
45 H 0.164 3.767 3.734
46 H 1.142 4.420 2.412
47 H -3.012 1.667 -0.861
48 H -3.171 6.726 1.561
49 H -1.073 5.550 2.535
50 H 2.117 -4.346 -0.555
51 H 3.970 -3.376 -1.813

Output
E_LUMO = 0.306 eV
HOMO level = -8.20 eV
Spin multiplicity = 1
SMILES = COc1ccc(CNC(=O)CCCn2nc(C)n3c(cc4sccc43)c2=O)cc1

Model ii:
This record from OMol25 describes C21H22N4O3S in the gas phase. The level of theory is the ωB97M-V functional and the def2-TZVPD basis.

Positions of all 51 atoms, in Å:
1 C -1.841 -3.357 -0.614
2 C -1.854 -1.874 -0.550
3 C -0.839 -0.973 -0.659
4 N 0.538 -1.121 -0.828
5 C 1.339 -2.054 -0.287
6 O 0.966 -3.007 0.373
7 C 2.832 -1.808 -0.606
8 C 3.710 -2.854 0.071
9 C 3.893 -2.259 1.464
10 C 4.050 -0.764 1.185
11 N 3.294 -0.546 -0.032
12 C 3.107 0.606 -0.705
13 O 2.465 0.610 -1.760
14 C 3.623 1.879 -0.206
15 C 4.467 2.296 0.791
16 C 4.627 3.693 0.814
17 C 3.906 4.318 -0.158
18 S 3.022 3.221 -1.126
19 C -1.400 0.368 -0.587
20 O -0.842 1.448 -0.605
21 N -2.768 0.164 -0.457
22 C -3.691 1.131 -0.042
23 C -3.647 2.399 -0.613
24 C -4.551 3.363 -0.208
25 C -5.510 3.070 0.748
26 C -5.547 1.810 1.321
27 C -4.637 0.842 0.939
28 N -3.046 -1.199 -0.349
29 C -4.264 -1.672 -0.972
30 H -0.866 -3.718 -0.295
31 H -2.606 -3.775 0.037
32 H -2.025 -3.699 -1.632
33 H 0.985 -0.325 -1.294
34 H 2.947 -1.770 -1.695
35 H 3.213 -3.821 0.099
36 H 4.665 -2.945 -0.446
37 H 4.750 -2.669 1.994
38 H 2.993 -2.442 2.051
39 H 3.660 -0.147 1.998
40 H 5.105 -0.516 1.016
41 H 4.975 1.653 1.484
42 H 5.250 4.207 1.524
43 H 3.850 5.370 -0.356
44 H -2.893 2.621 -1.350
45 H -4.512 4.347 -0.649
46 H -6.221 3.823 1.052
47 H -6.281 1.581 2.080
48 H -4.643 -0.129 1.411
49 H -4.545 -2.624 -0.527
50 H -4.144 -1.802 -2.053
51 H -5.059 -0.951 -0.792

Output
E_LUMO = 0.595 eV
HOMO level = -7.83 eV
Spin multiplicity = 1
SMILES = Cc1c(NC(=O)[C@@H]2CCCN2C(=O)c2cccs2)c(=O)n(-c2ccccc2)n1C

Of them, model i has the lowest stability.

Model i:
This record from OMol25 describes C3H4OS2 in the gas phase. The level of theory is the ωB97M-V functional and the def2-TZVPD basis.

Positions of all 10 atoms, in Å:
1 C -1.487 -0.653 0.202
2 S 0.000 -1.481 -0.397
3 C 1.242 -0.312 -0.172
4 S 2.826 -0.670 -0.053
5 C 0.986 1.191 -0.142
6 O -0.063 1.746 -0.355
7 H -1.350 -0.091 1.085
8 H -1.910 -0.013 -0.569
9 H -2.176 -1.459 0.355
10 H 1.932 1.742 0.047

Output
E_LUMO = -1.321 eV
HOMO level = -9.21 eV
Spin multiplicity = 1
SMILES = CSC(=S)C=O

Model ii:
This record from OMol25 describes C3H4OS2 in the gas phase. The level of theory is the ωB97M-V functional and the def2-TZVPD basis.

Positions of all 10 atoms, in Å:
1 C -2.116 0.585 0.541
2 C -1.257 0.106 -0.089
3 C -0.135 -0.436 -0.789
4 S 1.447 0.093 0.280
5 O 1.229 1.380 0.765
6 S 3.100 -0.330 -0.644
7 H -2.932 0.963 1.183
8 H -0.180 0.006 -1.697
9 H -0.163 -1.629 -0.848
10 H 1.007 -0.736 1.298

Output
E_LUMO = 0.275 eV
HOMO level = -9.49 eV
Spin multiplicity = 1
SMILES = C#CC[S@H](=O)=S

Model iii:
This record from OMol25 describes C3H4OS2 as an isolated structure. The level of theory is the ωB97M-V functional and the def2-TZVPD basis.

Positions of all 10 atoms, in Å:
1 C -0.778 1.084 0.519
2 C -0.086 1.088 -0.559
3 C 0.722 0.103 -1.263
4 O -2.012 -1.324 1.599
5 S 0.128 -1.865 3.320
6 S -0.640 -0.959 1.826
7 H -0.003 2.033 -1.151
8 H 0.818 -0.708 -0.624
9 H 1.629 0.694 -1.536
10 H 0.222 -0.145 -2.131

Output
E_LUMO = -1.752 eV
HOMO level = -9.75 eV
Spin multiplicity = 1

Model iv:
This record from OMol25 describes C3H4OS2 in the gas phase. The level of theory is the ωB97M-V functional and the def2-TZVPD basis.

Positions of all 10 atoms, in Å:
1 O -2.930 -0.506 0.042
2 C -1.743 -0.249 -0.044
3 S -0.566 -1.611 -0.106
4 C 0.871 -0.603 0.368
5 C 0.636 0.790 -0.311
6 S -1.074 1.397 0.090
7 H 1.799 -1.004 -0.016
8 H 0.940 -0.484 1.461
9 H 1.373 1.502 -0.046
10 H 0.693 0.767 -1.438

Output
E_LUMO = 0.449 eV
HOMO level = -9.63 eV
Spin multiplicity = 1
SMILES = O=C1SCCS1

Of them, model iii has the lowest stability.

Model i:
This record from OMol25 describes an isolated ion of composition C2H4NO and charge +1. The level of theory is the ωB97M-V functional and the def2-TZVPD basis.

Positions of all 8 atoms, in Å:
1 C 0.235 -0.521 0.411
2 C -0.057 0.522 -0.456
3 N 1.106 1.792 -0.537
4 O 1.643 2.195 0.379
5 H 0.664 -0.245 1.356
6 H 0.065 -1.507 0.323
7 H -0.450 0.161 -1.349
8 H -0.815 1.266 -0.252

Output
E_LUMO (spin up / spin down) = -7.544 / -7.929 eV
Charge = +1
HOMO level (spin up / spin down) = -16.31 / -15.92 eV
Spin multiplicity = 1

Model ii:
This record from OMol25 describes C2H4NO as an isolated structure. The level of theory is the ωB97M-V functional and the def2-TZVPD basis.

Positions of all 8 atoms, in Å:
1 C -0.653 -0.363 -0.442
2 C 1.185 0.131 0.148
3 N -1.560 0.250 0.038
4 O -2.493 0.795 0.430
5 H -0.752 -1.332 -0.904
6 H 1.176 0.369 1.256
7 H 1.592 -0.844 -0.021
8 H 1.505 0.994 -0.505

Output
E_LUMO = -7.702 eV
Charge = +1
HOMO level = -17.29 eV
Spin multiplicity = 1

Model iii:
This record from OMol25 describes an isolated ion of composition C2H4NO and charge +1. The level of theory is the ωB97M-V functional and the def2-TZVPD basis.

Positions of all 8 atoms, in Å:
1 C 1.526 -0.458 0.044
2 N 0.470 0.147 -0.001
3 C -0.595 0.777 0.037
4 O -1.842 -0.418 -0.045
5 H 1.696 -0.898 1.056
6 H 2.218 -0.799 -0.791
7 H -1.034 1.764 0.347
8 H -2.440 -0.115 -0.646

Output
E_LUMO = -6.375 eV
Charge = +1
HOMO level = -16.77 eV
Spin multiplicity = 1
SMILES = C=[N+]=CO

Of them, model i has the lowest stability.

Model i:
This record from OMol25 describes a 2-piece molecular cluster, CH3BrFOP overall. The level of theory is the ωB97M-V functional and the def2-TZVPD basis.

Positions of all 8 atoms, in Å:
1 C 0.154 0.248 0.396
2 O -1.162 0.363 1.021
3 F -2.949 1.332 2.192
4 P -1.457 0.914 2.436
5 Br 1.891 -3.015 0.092
6 H 0.931 0.194 1.245
7 H 0.540 1.189 -0.199
8 H 0.176 -0.635 -0.264

Output
E_LUMO (spin up / spin down) = 0.079 / -3.991 eV
HOMO level (spin up / spin down) = -11.14 / -7.13 eV
Spin multiplicity = 1

Model ii:
This record from OMol25 describes a 2-piece molecular cluster, CH3BrFOP overall. The level of theory is the ωB97M-V functional and the def2-TZVPD basis.

Positions of all 8 atoms, in Å:
1 C 0.782 -0.608 0.067
2 O 0.719 0.765 0.408
3 F -0.174 2.932 0.030
4 P -0.642 1.445 -0.116
5 Br -3.303 -1.698 0.029
6 H 1.346 -0.545 -0.852
7 H -0.142 -1.084 -0.345
8 H 1.415 -1.207 0.778

Output
E_LUMO (spin up / spin down) = -0.956 / -3.639 eV
HOMO level (spin up / spin down) = -10.62 / -7.62 eV
Spin multiplicity = 1

Of them, model i has the lowest stability.